49
Properties=species:S:1:pos:R:3 method="wB97M-V/def2-TZVPD" orbital_gap_ev=8.4 energy_ev=-26737.3058 e_above_lowest_kj_mol=57.1 e_homo_ev=-7.72
C 4.29 2.38 -2.47
H 5.04 0.63 -1.47
C 0.42 -0.04 -2.50
C -3.37 -1.27 3.22
O -0.68 -2.71 1.13
O -2.85 0.64 -1.67
H 4.24 1.24 0.79
H 5.79 2.14 -0.94
H 4.16 3.45 -2.26
C 3.85 1.76 -0.08
H -0.91 -1.64 -0.70
C 0.54 1.43 -2.09
H 0.80 -0.68 -1.70
H 1.80 1.23 0.34
H -5.10 -1.03 5.96
H -1.39 0.21 -3.66
C -3.34 -0.25 1.05
C 1.95 1.89 -1.71
H 2.65 0.11 -0.72
H 2.55 2.29 -3.75
H -0.12 1.60 -1.24
C 4.85 1.68 -1.23
C 2.51 1.16 -0.49
C -2.29 -2.08 2.84
N -1.67 -0.99 -0.60
C 2.95 1.78 -2.87
H -3.75 0.45 0.34
H 0.18 2.05 -2.91
H -4.67 0.37 4.94
H 3.09 0.73 -3.13
H -1.91 -2.77 3.58
C -1.03 -0.41 -2.83
C -3.89 -0.36 2.32
H 3.71 2.81 0.20
H 0.30 -3.18 2.90
H 1.87 2.96 -1.45
H -1.09 -1.46 -3.13
C -4.91 -0.70 4.94
O -3.82 -1.47 4.49
C -2.27 -1.04 0.66
H 0.70 -4.13 1.44
H 5.00 2.29 -3.30
H -4.73 0.27 2.57
H -0.84 -4.42 2.29
H -5.81 -0.88 4.33
C -1.96 -0.18 -1.65
C -0.11 -3.66 2.00
C -1.74 -1.97 1.58
H 1.04 -0.23 -3.39

---

73
Properties=species:S:1:pos:R:3 method="wB97M-V/def2-TZVPD" charge=+1 orbital_gap_ev=1.4 energy_ev=-147299.6794 e_homo_ev=-10.79
H -2.84 5.61 5.77
Cl 0.51 1.12 -0.40
C -3.55 4.35 0.22
P 4.80 -3.01 -4.31
F 6.19 -2.35 -4.57
O -1.10 -0.09 -4.59
O -1.39 1.07 -6.55
C 4.34 -1.23 1.27
F 5.42 -3.68 -3.05
C 0.29 -0.21 2.96
Cl 2.56 -5.90 -0.49
C -1.31 1.63 3.11
C -3.93 0.22 -6.65
O -2.67 2.02 2.60
H 3.53 -4.46 0.53
Mg -4.57 -2.20 -0.90
O -2.92 4.77 1.31
H -1.35 -1.03 4.48
C -3.59 0.99 3.12
O -3.07 -0.16 -5.58
H -1.45 -1.65 2.61
O -1.07 2.03 4.39
H 0.28 1.46 -4.49
H -4.03 -0.96 0.42
H -0.47 5.27 4.99
C 5.29 -1.01 0.27
H -0.77 6.98 5.38
H -3.54 -0.14 -7.60
H -2.49 -0.01 0.97
H -3.67 5.34 1.56
H -4.06 1.31 -6.67
H 5.78 -0.04 0.20
F 3.65 -3.07 -3.26
C 0.25 0.36 -4.55
O -0.32 0.93 2.27
H 0.96 -0.76 2.14
Al 1.83 1.84 2.58
Cl -0.25 -6.54 -0.05
Cl 1.03 -7.29 -2.55
H -3.04 0.24 3.86
H 0.72 -0.05 -3.65
C 4.03 -3.49 0.46
H -4.37 1.57 3.82
F 3.73 -3.23 -5.41
Cl 1.74 -8.67 -0.09
C -2.53 5.89 4.76
F -1.30 1.27 0.68
H -0.74 6.43 3.69
O -2.86 4.83 3.87
H 5.23 -4.06 -1.23
C -1.81 0.35 -5.66
C 4.98 -3.27 -0.53
H 4.09 -0.44 1.97
F 1.23 0.16 4.06
C -0.76 -1.34 3.51
H -3.10 6.78 4.45
O -4.68 4.88 0.14
O -4.39 0.29 2.11
H -2.36 4.04 4.16
C 1.27 -7.10 -0.79
C 5.62 -2.03 -0.62
H 2.97 -2.65 2.14
C 3.71 -2.48 1.36
C -3.65 0.08 0.85
F 4.53 -1.48 -4.43
H -0.12 -2.29 3.81
C -1.04 6.17 4.71
H -4.90 -0.24 -6.47
H 6.36 -1.86 -1.40
O -2.96 3.53 -0.52
F 5.29 -4.23 -5.13
H 0.80 0.01 -5.42
H -3.99 0.89 0.07

---

52
Properties=species:S:1:pos:R:3 method="wB97M-V/def2-TZVPD" charge=-1 orbital_gap_ev="2.1 / 4.8" energy_ev=-146026.7592 e_above_lowest_kj_mol=25.5 e_homo_ev="0.51 / -2.21"
C 2.51 1.23 -2.07
H -1.86 -1.59 -3.89
C -3.00 2.86 2.19
H -2.77 0.91 3.01
C 0.71 -0.34 -2.39
H 1.32 -3.14 -1.87
H -1.24 1.30 -0.84
H -3.01 5.45 1.97
H 1.95 0.76 -5.37
H 2.96 -1.69 0.48
H -1.44 -4.58 2.68
H 3.83 -0.14 0.31
N -1.93 0.96 1.13
C 0.52 -3.01 -1.14
H 2.76 2.31 0.70
C 1.75 2.02 0.99
H -0.51 -0.92 4.25
C -1.33 -2.34 -3.29
H -0.09 -4.58 1.54
H -0.07 -3.92 -1.08
H 0.92 -2.81 -0.14
C -2.09 3.12 -0.02
H 3.15 1.79 -1.40
Li -1.17 -0.80 1.25
O 0.11 -2.69 3.36
H 1.66 2.05 2.07
N -3.20 5.04 1.06
C -1.00 -4.02 1.84
As 1.28 0.21 0.41
H -0.54 -2.79 -3.88
As -0.67 -1.53 -1.63
C 0.40 -1.44 3.93
H -1.88 3.70 -0.91
C 2.66 1.37 -3.43
H -2.05 -3.11 -3.01
C -2.58 1.55 2.14
C 0.88 -0.19 -3.77
H 3.42 2.03 -3.83
H -2.72 5.60 0.36
C -2.74 3.69 1.04
H 1.05 -1.60 4.79
H 0.92 -0.79 3.21
C 3.00 -0.65 0.81
H -1.71 -4.06 1.00
C -1.69 1.78 0.02
H -3.55 3.23 3.04
C -0.71 -2.59 2.21
C 1.84 0.66 -4.29
H 1.01 2.70 0.56
H 3.16 -0.64 1.88
H 0.25 -0.74 -4.46
C 1.53 0.39 -1.53

---

no.,maximum force (eV/A)
1,0.61
2,9.56
3,3.12